Entry 1:
Density functional theory data (wB97M-V/def2-TZVPD) for C5H11N in the gas phase at a distorted geometry.

Results
* multiplicity: 1
* calculated total energy: -6851.713 eV
* relative energy (zero: lowest compared OMol25 entry of this formula, charge and spin): 175.15 kJ/mol
* SMILES: CNC1(C)CC1
* orbital gap: 0.366 Eh
* strongest force on any atom: 0.0506 hartree/bohr
* net charge: 0

Each line ends with the Löwdin charge.
Cartesian coordinates (Å):
N 0.87 -0.35 -0.70  -0.0834
C -1.43 -0.82 -0.64  -0.0815
C -0.91 -0.92 0.84  -0.0589
C -0.38 0.10 -0.16  -0.6204
C -0.62 1.57 0.08  -0.0294
C 2.06 -0.24 0.19  -0.0982
H 0.89 0.12 -1.57  0.0922
H 2.20 0.77 0.66  0.0671
H 0.33 2.02 0.52  0.0889
H 2.79 -0.59 -0.55  0.0744
H -0.24 -1.75 1.12  0.0911
H -1.51 1.74 0.67  0.0718
H -1.19 -1.58 -1.40  0.1024
H -1.65 -0.53 1.56  0.1008
H 1.95 -1.06 1.04  0.1084
H -2.45 -0.52 -0.70  0.0799
H -0.72 2.03 -0.95  0.0947

---

Entry 2:
Density functional theory data (wB97M-V/def2-TZVPD) for a molecular structure, C5H11N at a distorted geometry.

Results
* multiplicity: 1
* calculated total energy: -6848.901 eV
* relative energy (zero: lowest compared OMol25 entry of this formula, charge and spin): 446.44 kJ/mol
* orbital gap: 0.337 Eh
* strongest force on any atom: 0.0917 hartree/bohr
* net charge: 0

Each line ends with the Löwdin charge.
Cartesian coordinates (Å):
N -0.25 -1.21 0.80  -0.1518
C 0.22 0.09 -1.37  -0.2117
C -1.48 -0.42 0.65  -0.0726
C 0.39 1.48 -1.97  -0.1126
C 0.36 -1.33 2.13  -0.1111
C -0.10 0.09 0.23  -0.3790
H 1.03 2.09 -1.32  0.0674
H -0.56 2.01 -2.10  0.0753
H -1.86 0.03 1.60  0.0987
H 0.37 0.92 0.72  0.1384
H 0.87 1.45 -2.96  0.0718
H -0.45 -0.52 -2.03  0.1270
H 1.14 -0.48 -1.31  0.1009
H -0.02 -2.22 2.64  0.0781
H 1.44 -1.45 2.02  0.0832
H 0.18 -0.45 2.79  0.0794
H -1.30 -0.08 -0.51  0.1186